Entry i
Computed, not measured: a gas-phase ion, C4H10NO2 (charge +1), with ωB97M-V/def2-TZVPD.

Structure (XYZ):
```
17
Properties=species:S:1:pos:R:3:nbo_charge:R:1
C 0.51 -0.29 0.91 -0.31
C 0.02 0.71 -1.17 0.07
C 1.79 -0.22 -0.26 0.39
C -1.87 -0.50 0.15 -0.41
N -0.66 0.32 0.18 -0.39
O 1.09 -0.11 -1.41 -0.48
O 2.58 0.84 0.05 -0.71
H 0.52 -1.36 1.13 0.25
H 0.70 0.21 1.93 0.26
H -0.68 0.70 -2.13 0.25
H 0.28 1.87 -0.97 0.20
H 2.36 -1.15 -0.20 0.19
H -1.72 -1.43 -0.17 0.23
H -2.31 -0.59 1.08 0.24
H -2.63 -0.07 -0.51 0.24
H -0.90 1.32 0.59 0.46
H 3.31 0.93 -0.63 0.50
```

## Properties
- SMILES string: C[N@@H+]1CO[C@@H](O)C1
- HOMO-LUMO gap: 12.0 eV
- Net charge: +1

Entry ii
Computed, not measured: 2 unconnected molecules or ions with the total composition C4H10NO2, with ωB97M-V/def2-TZVPD.

Structure (XYZ):
```
17
Properties=species:S:1:pos:R:3:nbo_charge:R:1
C -0.87 -0.57 1.39 -0.07
C -0.42 0.34 2.24 -0.34
N -1.91 -0.14 0.42 -0.71
H -0.51 -1.56 1.22 0.23
H 0.56 0.27 2.70 0.25
H -0.98 1.25 2.41 0.22
H -2.52 -0.93 0.17 0.44
H -2.48 0.60 0.81 0.44
H -1.44 0.23 -0.44 0.48
O -0.37 0.27 -1.73 -0.68
C 0.82 0.02 -1.67 0.83
O 1.42 -0.73 -2.58 -0.64
C 1.80 0.46 -0.62 -0.73
H 0.73 -1.07 -3.19 0.51
H 2.13 -0.44 -0.11 0.25
H 1.36 1.11 0.12 0.23
H 2.66 0.89 -1.14 0.27
```

## Properties
- HOMO-LUMO gap: 11.7 eV
- Net charge: +1

Entry iii
Computed, not measured: a gas-phase ion, C4H10NO2 (charge +1), with ωB97M-V/def2-TZVPD.

Structure (XYZ):
```
17
Properties=species:S:1:pos:R:3:nbo_charge:R:1
O 2.13 1.27 -1.01 -0.49
C 1.57 0.90 -0.02 0.43
C 0.03 0.70 -0.07 -0.16
C -0.16 -0.79 -0.25 -0.47
C -0.14 -1.51 1.13 -0.05
O -1.37 -1.41 1.79 -0.70
N -0.43 1.51 -1.24 -0.66
H 2.06 0.75 0.95 0.17
H -0.30 1.16 0.86 0.25
H 0.63 -1.23 -0.85 0.24
H -1.12 -1.10 -0.66 0.23
H 0.62 -1.04 1.76 0.18
H 0.13 -2.56 0.98 0.19
H -2.06 -1.77 1.23 0.47
H -1.45 1.49 -1.30 0.45
H -0.09 2.47 -1.17 0.46
H -0.06 1.16 -2.12 0.46
```

## Properties
- SMILES string: [NH3+][C@H](C=O)CCO
- HOMO-LUMO gap: 10.7 eV
- Net charge: +1

Entry iv
Computed, not measured: 2 unconnected molecules or ions with the total composition C4H10NO2, with ωB97M-V/def2-TZVPD.

Structure (XYZ):
```
17
Properties=species:S:1:pos:R:3:nbo_charge:R:1
C 1.64 -0.61 0.77 0.02
C 1.59 1.61 0.19 -0.45
C -2.05 -1.20 0.55 -0.27
C -0.94 0.13 -1.02 0.73
N 1.08 0.29 0.14 -0.41
O -0.64 0.28 -2.24 -0.60
O -1.31 -1.10 -0.65 -0.45
H 1.45 -1.68 0.92 0.21
H 2.46 -0.24 1.26 0.16
H 1.87 1.85 1.28 0.21
H 0.74 2.28 0.03 0.21
H 2.43 1.72 -0.43 0.24
H -1.58 -2.14 1.11 0.22
H -3.07 -1.50 0.33 0.23
H -1.95 -0.32 1.10 0.19
H -1.32 1.03 -0.50 0.21
H -0.40 -0.41 -2.84 0.54
```

## Properties
- HOMO-LUMO gap: 10.5 eV
- Net charge: +1

The least stable of them is entry iv.

Entry i
Computed, not measured: a molecular structure, C24H38Cl4EuN5O2S, with ωB97M-V/def2-TZVPD.

Structure (XYZ):
```
75
Properties=species:S:1:pos:R:3:mulliken_spin:R:1
Eu -0.07 -0.65 0.29 6.95
N 1.92 2.16 0.71 0.01
C 2.22 2.71 2.05 0.00
C 3.05 1.74 2.89 0.00
C 2.28 0.52 3.38 0.00
N 1.95 -0.41 2.27 0.00
C 1.01 0.95 4.11 0.00
C 0.12 1.93 3.34 0.00
N -0.64 1.22 2.27 0.00
C 0.94 3.09 2.79 0.00
H 2.76 2.15 0.13 0.00
H 0.67 2.88 -0.20 0.00
H 1.69 1.19 0.83 0.01
H 2.79 3.62 1.89 0.00
H 3.44 2.27 3.76 0.00
H 3.93 1.42 2.31 0.00
H 2.92 0.01 4.10 0.00
H 1.66 -1.29 2.68 0.00
H 2.80 -0.67 1.78 0.00
H 1.31 1.44 5.04 0.00
H 0.43 0.07 4.40 0.00
H -0.59 2.35 4.05 0.00
H -1.20 1.91 1.79 0.00
H -1.31 0.63 2.75 0.00
H 1.23 3.71 3.64 0.00
H 0.31 3.73 2.15 0.00
Cl 2.16 -0.33 -1.52 0.00
C 3.22 -1.74 -1.53 0.00
C 4.29 -1.65 -2.41 0.00
C 5.17 -2.71 -2.48 0.00
C 4.97 -3.82 -1.68 0.00
C 3.89 -3.87 -0.81 0.00
Cl 3.74 -5.31 0.15 0.00
C 2.95 -2.82 -0.68 0.00
S 1.59 -2.90 0.42 -0.01
H 4.41 -0.77 -3.03 0.00
H 6.01 -2.67 -3.16 0.00
H 5.65 -4.66 -1.72 0.00
N -0.69 -2.22 -1.75 0.00
C -1.81 -3.17 -1.59 0.01
C -3.12 -2.60 -2.12 0.00
C -3.46 -1.22 -1.57 0.00
C -3.74 -1.19 -0.07 0.00
N -2.81 -0.26 0.64 0.00
H -0.74 -1.84 -2.69 0.00
H 0.17 -2.75 -1.72 0.00
H -1.90 -3.40 -0.53 0.00
H -1.61 -4.11 -2.09 0.00
H -3.92 -3.30 -1.89 0.00
H -3.07 -2.55 -3.21 0.00
H -4.32 -0.82 -2.12 0.00
H -2.63 -0.54 -1.77 0.01
H -3.60 -2.18 0.37 0.00
H -4.78 -0.91 0.12 0.00
H -3.08 -0.24 1.62 0.00
H -2.98 0.68 0.29 0.00
Cl -1.10 -2.34 5.13 0.00
C -1.50 -3.38 3.77 0.00
Cl -1.23 -2.55 2.20 0.01
H -2.55 -3.63 3.82 0.00
H -0.87 -4.25 3.78 0.00
O -0.03 3.31 -0.83 0.00
C -0.70 2.38 -1.44 0.01
O -0.67 1.19 -1.11 -0.01
C -1.54 2.84 -2.58 0.00
C -2.21 1.90 -3.36 0.00
C -2.99 2.31 -4.42 0.00
C -3.11 3.66 -4.71 0.00
C -2.44 4.60 -3.94 0.00
C -1.66 4.19 -2.87 0.00
H -2.09 0.85 -3.13 0.00
H -3.51 1.57 -5.03 0.00
H -3.72 3.98 -5.54 0.00
H -2.54 5.66 -4.17 0.00
H -1.13 4.92 -2.26 0.00
```

## Properties
- <S²>: 15.76
- HOMO-LUMO gap (spin up / spin down): 7.2 / 7.5 eV
- Net charge: +1
- Multiplicity: 8

Entry ii
Computed, not measured: a molecular structure, C24H38Cl4EuN5O2S, with ωB97M-V/def2-TZVPD.

Structure (XYZ):
```
75
Properties=species:S:1:pos:R:3:mulliken_spin:R:1
Eu 0.06 -0.55 -0.16 6.97
N 3.57 2.96 1.57 0.00
C 2.21 2.46 2.03 0.01
C 1.17 3.54 2.11 0.00
C -0.18 2.83 2.29 0.00
N -0.49 2.13 1.02 0.01
C -0.14 1.85 3.47 0.00
C 1.08 0.92 3.55 0.00
N 1.04 -0.15 2.54 0.00
C 2.36 1.72 3.34 0.00
H 3.49 3.65 0.83 0.00
H 4.07 2.16 1.18 0.00
H 4.12 3.35 2.33 0.00
H 1.97 1.75 1.24 0.00
H 1.14 4.14 1.20 0.00
H 1.36 4.22 2.95 0.00
H -0.94 3.58 2.52 0.00
H -0.30 2.73 0.23 0.00
H -1.47 1.90 0.97 -0.01
H -1.06 1.26 3.48 0.00
H -0.16 2.44 4.39 0.00
H 1.10 0.50 4.56 0.00
H 0.52 -0.97 2.86 0.00
H 1.97 -0.51 2.36 0.00
H 3.21 1.03 3.30 0.00
H 2.54 2.42 4.16 0.00
Cl 0.63 1.94 -2.20 0.01
C 2.27 2.57 -2.08 0.00
C 2.51 3.74 -2.77 0.00
C 3.79 4.29 -2.76 0.00
C 4.79 3.63 -2.05 0.00
C 4.50 2.46 -1.38 0.00
Cl 5.81 1.71 -0.50 0.00
C 3.23 1.85 -1.34 0.00
S 2.88 0.37 -0.50 0.00
H 1.71 4.21 -3.32 0.00
H 4.01 5.20 -3.30 0.00
H 5.80 4.01 -2.03 0.00
N -2.21 -1.06 1.47 0.01
C -3.67 -0.99 1.32 0.00
C -4.12 0.43 0.95 0.00
C -4.54 0.63 -0.51 0.00
C -3.58 0.14 -1.57 0.00
N -2.24 0.75 -1.46 0.00
H -1.89 -2.02 1.59 0.00
H -1.94 -0.60 2.33 0.00
H -4.18 -1.31 2.23 0.00
H -3.97 -1.69 0.54 0.00
H -3.31 1.12 1.21 0.00
H -4.96 0.73 1.58 0.00
H -4.76 1.69 -0.68 0.00
H -5.50 0.12 -0.66 0.00
H -4.02 0.34 -2.55 0.00
H -3.46 -0.95 -1.50 0.00
H -2.35 1.72 -1.18 0.00
H -1.82 0.79 -2.38 0.00
Cl -1.61 -2.91 -1.37 0.00
C -0.90 -2.80 -3.00 0.00
Cl -0.05 -1.27 -3.29 0.00
H -1.71 -2.88 -3.72 0.00
H -0.18 -3.61 -3.10 0.00
O 1.40 -2.41 -0.70 0.00
C 1.18 -2.95 0.42 0.00
O 0.29 -2.51 1.21 0.00
C 2.00 -4.14 0.82 -0.01
C 1.72 -4.84 1.99 0.00
C 2.50 -5.93 2.34 0.00
C 3.56 -6.32 1.53 0.00
C 3.84 -5.62 0.37 0.00
C 3.06 -4.53 0.01 0.00
H 0.89 -4.52 2.60 0.00
H 2.28 -6.49 3.24 0.00
H 4.17 -7.17 1.81 0.00
H 4.67 -5.92 -0.26 0.00
H 3.26 -3.96 -0.89 0.00
```

## Properties
- <S²>: 15.76
- HOMO-LUMO gap (spin up / spin down): 6.6 / 7.7 eV
- Net charge: +1
- Multiplicity: 8

The least stable of them is entry ii.

Entry i
Computed, not measured: a molecular structure, C2H5BrClN, with ωB97M-V/def2-TZVPD.

Structure (XYZ):
```
10
Properties=species:S:1:pos:R:3:nbo_charge:R:1
C 0.88 0.06 0.47 -0.39
C -2.15 -0.19 -0.23 -0.18
N 1.64 0.26 -0.70 -0.82
Cl -2.81 1.20 -0.91 0.08
Br -3.34 -0.97 1.04 0.09
H -0.04 0.58 0.50 0.19
H 0.55 -0.96 0.79 0.15
H 1.63 0.31 1.27 0.18
H 2.51 -0.13 -0.71 0.35
H 1.14 -0.18 -1.52 0.34
```

## Properties
- HOMO-LUMO gap: 7.7 eV
- Net charge: 0

Entry ii
Computed, not measured: a single C2H5BrClN molecule, with ωB97M-V/def2-TZVPD.

Structure (XYZ):
```
10
Properties=species:S:1:pos:R:3:nbo_charge:R:1
C 0.04 -0.43 1.34 -0.41
C 0.06 0.75 -1.10 -0.10
N -0.45 -0.46 -0.03 -0.65
Cl -1.56 1.22 -1.93 -0.05
Br 1.31 -0.03 -2.29 0.07
H 0.24 0.63 1.65 0.20
H -0.64 -0.93 1.96 0.21
H 1.05 -0.91 1.55 0.16
H 0.46 1.53 -0.56 0.20
H -0.51 -1.36 -0.59 0.38
```

## Properties
- SMILES string: CN[C@H](Cl)Br
- HOMO-LUMO gap: 9.6 eV
- Net charge: 0

The least stable of them is entry i.

Entry i
Computed, not measured: 2 unconnected molecules or ions with the total composition C2H7NO2S, with ωB97M-V/def2-TZVPD.

Structure (XYZ):
```
13
Properties=species:S:1:pos:R:3:nbo_charge:R:1
C -2.40 0.82 0.41 -0.40
C -2.35 -0.30 -0.43 -0.36
N 3.92 -0.58 0.49 -0.52
O 0.78 -0.33 -0.16 -0.85
O 3.12 0.55 0.51 -0.53
S 1.98 0.73 -0.66 0.74
H 0.53 -0.02 0.71 0.48
H -1.74 0.96 1.24 0.18
H -3.26 1.53 0.59 0.20
H -1.59 -1.03 -0.32 0.20
H -2.96 -0.49 -1.25 0.19
H 3.32 -1.44 0.46 0.34
H 4.56 -0.70 -0.36 0.34
```

## Properties
- SMILES string: NOSO.C=C
- HOMO-LUMO gap: 9.8 eV
- Net charge: 0

Entry ii
Computed, not measured: a molecular structure, C2H7NO2S, with ωB97M-V/def2-TZVPD.

Structure (XYZ):
```
13
Properties=species:S:1:pos:R:3:nbo_charge:R:1
C 1.21 -0.19 0.87 -0.01
C -0.06 -1.17 -0.91 -0.45
N 0.10 -0.52 0.35 -0.43
O -2.61 -0.24 -0.58 -0.90
O -1.60 1.71 0.51 -0.92
S -1.97 0.27 0.65 1.65
H 1.27 0.48 1.75 0.22
H 0.62 2.24 0.36 0.06
H 2.14 -0.75 0.44 0.18
H 0.85 -1.40 -1.43 0.19
H -0.76 -1.99 -0.74 0.23
H -0.50 -0.39 -1.55 0.24
H 1.31 1.94 0.29 -0.06
```

## Properties
- HOMO-LUMO gap: 10.2 eV
- Net charge: 0

The least stable of them is entry i.

Entry i
Computed, not measured: 2 unconnected molecules or ions with the total composition C4H9N2, with ωB97M-V/def2-TZVPD.

Structure (XYZ):
```
15
Properties=species:S:1:pos:R:3:nbo_charge:R:1
C 2.19 -0.13 -0.35 0.44
C -2.66 -0.21 -0.02 -0.20
C -0.42 0.90 -0.23 -0.28
C -1.32 0.21 0.55 -0.20
N 3.40 -0.19 0.13 -0.74
N -1.67 -1.12 -0.20 -0.56
H 2.05 0.26 -1.36 0.21
H 0.50 1.33 0.20 0.18
H -3.44 -0.30 0.83 0.23
H -2.90 0.46 -0.91 0.21
H -0.69 0.88 -1.24 0.20
H -1.11 -0.01 1.62 0.23
H 4.21 -0.05 -0.54 0.46
H -1.76 -1.92 0.43 0.37
H 3.63 -0.10 1.11 0.46
```

## Properties
- <S²>: 2.01
- HOMO-LUMO gap (spin up / spin down): 4.7 / 6.0 eV
- Net charge: +1
- Multiplicity: 3

Entry ii
Computed, not measured: a gas-phase ion, C4H9N2 (charge +1), with ωB97M-V/def2-TZVPD.

Structure (XYZ):
```
15
Properties=species:S:1:pos:R:3:nbo_charge:R:1
C -0.68 -0.97 0.48 -0.44
C -1.67 -0.14 -0.32 -0.28
C 0.14 1.46 0.50 -0.35
C 0.35 0.03 0.02 0.12
N -0.60 0.68 -0.85 -0.18
N 1.74 -0.41 -0.41 -0.68
H -0.73 -1.20 1.46 0.24
H -0.60 -1.89 0.06 0.23
H -2.18 -0.46 -1.20 0.27
H -2.33 0.55 0.44 0.24
H -0.45 1.61 1.27 0.20
H 0.87 2.27 0.20 0.24
H 2.48 -0.14 0.16 0.44
H 1.84 0.04 -1.40 0.48
H 1.82 -1.44 -0.42 0.46
```

## Properties
- <S²>: 2.01
- HOMO-LUMO gap (spin up / spin down): 5.3 / 8.0 eV
- Net charge: +1
- Multiplicity: 3

Entry iii
Computed, not measured: a gas-phase ion, C4H9N2 (charge +1), with ωB97M-V/def2-TZVPD.

Structure (XYZ):
```
15
Properties=species:S:1:pos:R:3:nbo_charge:R:1
C 1.76 1.35 1.10 -0.11
C 0.92 0.69 0.52 0.17
C -0.13 -1.35 0.50 -0.40
C 0.02 0.09 -1.48 -0.44
N -1.46 0.58 0.31 -0.66
N -0.20 0.02 0.00 -0.14
H 2.53 1.70 1.75 0.26
H -0.89 -2.15 0.13 0.27
H 0.83 -1.69 0.31 0.24
H -0.20 -1.26 1.53 0.23
H -0.81 -0.51 -2.05 0.26
H 0.26 1.15 -1.84 0.27
H 0.92 -0.54 -1.63 0.25
H -1.80 1.36 -0.33 0.42
H -1.78 0.57 1.18 0.39
```

## Properties
- <S²>: 2.01
- HOMO-LUMO gap (spin up / spin down): 6.9 / 7.7 eV
- Net charge: +1
- Multiplicity: 3

Entry iv
Computed, not measured: a molecular structure, C4H9N2, with ωB97M-V/def2-TZVPD.

Structure (XYZ):
```
15
Properties=species:S:1:pos:R:3:nbo_charge:R:1
C -1.18 -1.15 -0.55 0.32
C 0.02 -0.37 0.73 0.33
C 2.80 0.28 -0.25 -0.51
C -1.86 1.27 0.04 -0.42
N -0.11 -1.63 0.15 -0.57
N -1.08 0.07 0.04 -0.36
H -1.86 -1.60 -1.24 0.25
H 0.48 -0.03 1.63 0.25
H 2.53 0.18 -1.28 0.17
H 3.25 -0.54 0.27 0.17
H 2.77 1.25 0.21 0.18
H -1.47 1.95 0.79 0.25
H -2.90 1.04 0.29 0.24
H -1.84 1.75 -0.94 0.24
H 0.45 -2.46 0.11 0.46
```

## Properties
- <S²>: 2.02
- HOMO-LUMO gap (spin up / spin down): 8.9 / 9.3 eV
- Net charge: +1
- Multiplicity: 3

The least stable of them is entry iii.

Entry i
Computed, not measured: 2 unconnected molecules or ions with the total composition C4H9N2, with ωB97M-V/def2-TZVPD.

Structure (XYZ):
```
15
Properties=species:S:1:pos:R:3:nbo_charge:R:1
C 0.23 2.97 0.54 -0.21
C 0.25 -0.07 0.52 0.70
C -0.47 -1.87 -1.13 -0.62
C 0.06 -0.38 -0.82 -0.61
N 0.98 2.14 1.02 -0.22
N 0.09 -0.82 1.54 -0.71
H 0.68 3.88 1.02 0.27
H -0.64 2.81 -0.09 0.22
H -0.80 -1.75 -2.21 0.26
H -1.33 -2.25 -0.60 0.23
H 0.36 -2.54 -1.18 0.24
H 0.88 -0.25 -1.46 0.30
H -0.60 0.30 -1.12 0.27
H -0.11 -1.79 1.59 0.44
H 0.42 -0.38 2.39 0.44
```

## Properties
- <S²>: 2.02
- HOMO-LUMO gap (spin up / spin down): 8.1 / 9.7 eV
- Net charge: +1
- Multiplicity: 3

Entry ii
Computed, not measured: a gas-phase ion, C4H9N2 (charge +1), with ωB97M-V/def2-TZVPD.

Structure (XYZ):
```
15
Properties=species:S:1:pos:R:3:nbo_charge:R:1
C 0.93 -2.29 -0.12 -0.28
C 0.92 -1.12 0.52 0.08
C 0.19 1.07 0.83 0.18
C -0.71 0.12 -1.21 -0.41
N 0.10 0.00 0.15 -0.28
N -0.70 2.10 0.66 -0.75
H 1.46 -3.20 0.15 0.24
H 0.25 -2.59 -0.81 0.19
H 1.52 -0.86 1.44 0.23
H 0.93 1.34 1.53 0.22
H -0.45 1.08 -1.55 0.24
H -0.59 -0.83 -1.78 0.26
H -1.79 0.02 -0.80 0.24
H -0.61 3.10 1.01 0.44
H -1.44 2.05 -0.03 0.40
```

## Properties
- <S²>: 2.01
- HOMO-LUMO gap (spin up / spin down): 6.4 / 8.1 eV
- Net charge: +1
- Multiplicity: 3

The least stable of them is entry i.